(1)
ORCA calculation (ωB97M-V with the def2-TZVPD basis set) on a gas-phase ion, C6H8NOS (charge +1) at a distorted geometry.

```
17
Properties=species:S:1:pos:R:3:forces:R:3:mulliken_charge:R:1
N 2.283 0.750 -0.892 -1.4202 -0.5771 -0.3082 -0.23
C 0.865 0.903 -0.378 0.2517 -0.5754 -0.8307 0.32
C 0.793 0.676 0.921 -2.2011 -0.6986 1.3431 -0.14
C -0.484 0.589 1.691 0.9360 -0.8275 -0.1893 -0.80
C -1.653 -0.039 1.389 0.4760 1.4067 0.8760 -0.14
C -1.986 -0.719 0.205 0.8818 -1.7015 -1.9537 -0.51
C -1.350 -0.606 -0.985 1.3315 1.0012 -1.3142 0.50
O -1.095 -1.402 -2.068 -0.7809 0.1072 0.7278 -0.46
S -0.446 0.953 -1.577 -0.1608 -0.2922 1.8273 -0.13
H 2.948 1.055 -0.217 0.8091 0.1697 0.6681 0.36
H 2.447 1.180 -1.755 0.0912 2.1813 -1.5816 0.35
H 2.463 -0.168 -1.242 0.1868 -1.6825 0.6603 0.32
H 1.650 0.333 1.518 -0.0812 0.6707 -0.3486 0.27
H -0.260 0.713 2.730 -0.3949 0.5094 0.5809 0.31
H -2.409 -0.234 2.155 0.6012 0.5120 0.1875 0.35
H -2.510 -1.640 0.480 -0.1372 0.0888 -0.8333 0.30
H -1.257 -2.344 -1.975 -0.3891 -0.2921 0.4886 0.33
```
Positions in Å, forces in eV/Å.

As for the net charge: +1. Its HOMO energy is -12.3 eV. The structure (SMILES) is [NH3+]C1=CC=CC=C(O)S1. For the lowest unoccupied orbital energy, the calculation gives -0.13804 Ha. Its energy is -20714.9605 eV. The value obtained for the strongest force on any atom is 2.737 eV/A. The orbital gap is 8.51 eV.

(2)
ORCA calculation (ωB97M-V with the def2-TZVPD basis set) on a molecular structure, C45H37BF4N2O4P2S2Sc at a distorted geometry.

```
98
Properties=species:S:1:pos:R:3:forces:R:3:mulliken_charge:R:1
Sc 0.732 -1.066 -0.433 0.4132 0.7791 -0.0363 -0.11
S 2.411 -1.838 1.583 -0.0112 -0.1098 -0.1402 -0.93
P 2.784 0.128 1.284 -0.0302 0.2704 -0.0950 1.99
C 1.500 0.874 0.482 -0.1576 -0.5291 0.1131 -0.68
P 0.202 1.666 1.228 -0.0636 0.0441 -0.1359 1.39
S -1.608 1.163 0.545 0.0143 -0.0382 -0.1820 -0.39
C 0.360 3.483 1.062 0.0504 0.0117 0.0561 -0.21
C -0.638 4.327 1.545 -0.0089 0.0314 -0.0101 -0.29
C -0.511 5.701 1.430 -0.0054 -0.0223 -0.0012 -0.67
C 0.613 6.247 0.816 0.0034 0.0136 -0.0007 -0.42
C 1.601 5.412 0.320 0.0071 0.0015 -0.0077 -0.75
C 1.475 4.033 0.446 -0.0138 -0.0158 -0.0024 -0.09
C 0.137 1.439 3.048 0.0607 0.0017 -0.0256 0.08
C 0.511 2.413 3.967 0.0035 0.0005 -0.0092 -0.41
C 0.452 2.152 5.330 0.0425 -0.0210 0.0249 -0.77
C 0.034 0.911 5.784 0.0284 0.0100 0.0162 -0.48
C -0.326 -0.072 4.870 -0.0094 -0.0147 -0.0281 -0.77
C -0.283 0.192 3.511 0.0435 -0.0072 0.0223 -0.08
C 3.371 0.921 2.823 0.0121 -0.0926 0.0194 0.65
C 3.810 2.242 2.754 0.0075 -0.0045 0.0133 -0.46
C 4.293 2.877 3.886 -0.0227 0.0164 -0.0184 -0.69
C 4.341 2.195 5.097 -0.0187 -0.0027 0.0220 -0.50
C 3.904 0.882 5.168 -0.0254 0.0133 0.0302 -0.65
C 3.420 0.244 4.032 -0.0542 0.0050 0.0036 -0.39
C 4.291 0.243 0.263 0.0330 0.0737 0.0007 0.28
C 5.446 -0.435 0.644 0.0073 0.0259 -0.0055 -0.69
C 6.597 -0.331 -0.119 -0.0056 -0.0220 0.0252 -0.69
C 6.596 0.441 -1.275 -0.0062 0.0110 -0.0141 -0.51
C 5.444 1.105 -1.665 0.0165 -0.0097 0.0039 -0.84
C 4.293 1.012 -0.892 -0.0174 -0.0495 -0.0278 -0.04
H -1.520 3.894 2.003 0.0019 -0.0009 -0.0070 0.40
H -1.289 6.350 1.811 0.0012 0.0013 -0.0026 0.39
H 0.709 7.321 0.719 0.0033 0.0002 0.0010 0.36
H 2.471 5.831 -0.171 -0.0001 0.0029 0.0011 0.43
H 2.228 3.360 0.051 0.0063 0.0028 -0.0001 0.27
H 0.848 3.383 3.623 0.0213 -0.0170 0.0064 0.36
H 0.747 2.920 6.035 0.0006 0.0030 0.0089 0.40
H -0.006 0.707 6.848 0.0008 0.0012 -0.0039 0.36
H -0.647 -1.047 5.217 0.0003 0.0034 0.0052 0.42
H -0.582 -0.568 2.797 -0.0023 0.0052 0.0051 0.23
H 3.776 2.769 1.808 0.0043 0.0049 0.0021 0.26
H 4.631 3.905 3.826 -0.0013 -0.0057 -0.0015 0.43
H 4.716 2.692 5.984 0.0004 -0.0043 -0.0036 0.37
H 3.929 0.352 6.112 0.0053 -0.0004 -0.0012 0.41
H 3.069 -0.780 4.077 0.0003 -0.0002 0.0007 0.36
H 5.431 -1.059 1.531 0.0144 0.0025 0.0094 0.35
H 7.492 -0.865 0.177 0.0012 0.0022 -0.0004 0.39
H 7.491 0.506 -1.883 -0.0003 -0.0013 0.0002 0.36
H 5.426 1.673 -2.586 -0.0056 0.0012 0.0014 0.41
H 3.371 1.488 -1.203 0.0078 0.0199 0.0097 0.43
O -2.605 -3.346 0.098 1.1362 -1.7181 1.0518 -0.94
C -1.415 -3.057 -0.012 0.9726 -0.3436 0.5222 0.32
O -0.833 -2.038 0.495 -0.5970 -0.5661 0.2267 -0.18
C -0.491 -3.925 -0.843 -0.0490 -0.0080 -0.0203 0.70
C -0.865 -5.169 -1.314 -0.0324 0.0292 0.0340 -0.77
C 0.069 -5.903 -2.029 0.0428 -0.0125 -0.0262 -0.48
C 1.327 -5.365 -2.244 -0.0548 -0.0283 0.0151 -1.09
C 1.608 -4.097 -1.755 0.0301 0.0632 0.0247 -0.27
N 0.712 -3.392 -1.071 -0.0491 -0.0081 0.0417 0.59
H -1.863 -5.528 -1.108 0.0036 -0.0257 -0.0066 0.54
H -0.180 -6.885 -2.414 -0.0016 0.0041 0.0056 0.43
H 2.085 -5.903 -2.794 -0.0042 0.0038 -0.0011 0.44
H 2.571 -3.632 -1.919 -0.0093 -0.0181 0.0211 0.56
C -5.215 1.041 -0.398 0.0054 -0.0261 -0.0554 -0.78
O -5.432 0.491 -1.707 -0.0565 0.0183 0.1854 -0.44
C -6.020 -0.738 -1.742 -0.1023 0.0030 -0.0205 0.18
C -7.318 -0.860 -2.219 -0.0192 0.0385 0.0419 -0.26
C -7.909 -2.109 -2.341 0.0050 -0.0099 0.0016 -0.56
C -7.202 -3.251 -1.991 -0.0198 0.0127 -0.0155 -0.60
C -5.898 -3.139 -1.536 -0.0065 0.0023 0.0846 -0.74
C -5.303 -1.891 -1.415 0.1869 0.2366 -0.1563 0.26
N -3.972 -1.809 -0.935 -1.1999 1.3505 -1.1536 0.43
C -2.906 -1.288 -1.496 -0.5345 0.2573 0.1214 -0.44
C -2.655 -0.719 -2.748 -0.0027 -0.0662 -0.1916 1.40
C -3.589 -0.521 -3.798 -0.0663 -0.0590 -0.1045 -0.33
C -3.178 -0.080 -5.019 0.0813 -0.0009 -0.0189 -1.07
C -1.801 0.182 -5.240 -0.0505 0.0036 0.0822 -0.51
C -0.869 0.008 -4.259 -0.0256 -0.0294 -0.0156 -1.20
C -1.261 -0.453 -2.971 -0.0422 0.1954 -0.0777 -0.39
O -0.393 -0.622 -2.054 0.1955 -0.1754 0.0029 0.18
H -4.455 1.811 -0.498 -0.0028 0.0310 -0.0368 0.23
H -4.845 0.290 0.297 0.0127 -0.0575 0.0116 0.34
H -6.149 1.467 -0.021 0.0104 -0.0010 0.0105 0.35
H -7.845 0.045 -2.490 -0.0170 -0.0059 -0.0106 0.44
H -8.923 -2.189 -2.710 -0.0038 -0.0022 -0.0023 0.38
H -7.656 -4.228 -2.088 -0.0071 -0.0013 -0.0036 0.39
H -5.315 -4.016 -1.281 -0.0083 0.0078 0.0034 0.54
H -3.745 -2.349 -0.103 0.0576 -0.0097 0.2340 0.56
H -2.042 -1.360 -0.850 -0.3652 0.4824 -0.3248 0.51
H -4.637 -0.731 -3.631 0.1721 0.0171 -0.0926 0.31
H -3.892 0.069 -5.818 0.0000 0.0041 -0.0010 0.42
H -1.481 0.529 -6.216 0.0041 -0.0005 -0.0035 0.43
H 0.185 0.189 -4.421 0.0411 0.0087 -0.0101 0.43
F 3.031 -0.150 -3.776 0.0066 0.0193 0.0016 -0.37
B 2.838 -1.386 -3.198 -0.1279 0.0649 -0.0719 0.19
F 4.007 -2.113 -3.059 0.0059 -0.0169 0.0197 -0.35
F 1.856 -2.123 -3.855 0.0117 0.0393 -0.0076 -0.39
F 2.328 -1.149 -1.812 0.1207 -0.0939 0.0432 0.38
```
Positions in Å, forces in eV/Å.

As for the net charge: -1. Its HOMO energy is -4.6 eV. For the lowest unoccupied orbital energy, the calculation gives 0.06515 Ha. Its energy is -130945.7109 eV. The value obtained for the strongest force on any atom is 2.313 eV/A. The orbital gap is 6.38 eV.

Which of these has the lowest energy? C45H37BF4N2O4P2S2Sc

Number 2 is which compound? C45H37BF4N2O4P2S2Sc

Which formula does entry 2 have? C45H37BF4N2O4P2S2Sc

Please write out number 1 again, unchanged.
ORCA calculation (ωB97M-V with the def2-TZVPD basis set) on a gas-phase ion, C6H8NOS (charge +1) at a distorted geometry.

```
17
Properties=species:S:1:pos:R:3:forces:R:3:mulliken_charge:R:1
N 2.283 0.750 -0.892 -1.4202 -0.5771 -0.3082 -0.23
C 0.865 0.903 -0.378 0.2517 -0.5754 -0.8307 0.32
C 0.793 0.676 0.921 -2.2011 -0.6986 1.3431 -0.14
C -0.484 0.589 1.691 0.9360 -0.8275 -0.1893 -0.80
C -1.653 -0.039 1.389 0.4760 1.4067 0.8760 -0.14
C -1.986 -0.719 0.205 0.8818 -1.7015 -1.9537 -0.51
C -1.350 -0.606 -0.985 1.3315 1.0012 -1.3142 0.50
O -1.095 -1.402 -2.068 -0.7809 0.1072 0.7278 -0.46
S -0.446 0.953 -1.577 -0.1608 -0.2922 1.8273 -0.13
H 2.948 1.055 -0.217 0.8091 0.1697 0.6681 0.36
H 2.447 1.180 -1.755 0.0912 2.1813 -1.5816 0.35
H 2.463 -0.168 -1.242 0.1868 -1.6825 0.6603 0.32
H 1.650 0.333 1.518 -0.0812 0.6707 -0.3486 0.27
H -0.260 0.713 2.730 -0.3949 0.5094 0.5809 0.31
H -2.409 -0.234 2.155 0.6012 0.5120 0.1875 0.35
H -2.510 -1.640 0.480 -0.1372 0.0888 -0.8333 0.30
H -1.257 -2.344 -1.975 -0.3891 -0.2921 0.4886 0.33
```
Positions in Å, forces in eV/Å.

As for the net charge: +1. Its HOMO energy is -12.3 eV. The structure (SMILES) is [NH3+]C1=CC=CC=C(O)S1. For the lowest unoccupied orbital energy, the calculation gives -0.13804 Ha. Its energy is -20714.9605 eV. The value obtained for the strongest force on any atom is 2.737 eV/A. The orbital gap is 8.51 eV.